Record 1
The following is a DFT calculation (ωB97M-V/def2-TZVPD) of C35H30ClNO2P2Tl as an isolated structure in a non-equilibrium geometry.

Its HOMO-LUMO gap is 6.3409 eV. As for the largest force on an atom: 2.3 eV/Å. Its net charge is +1.

Atoms and positions in Å:
Tl: 0.872925 0.456527 -0.533651
C: -3.054406 1.039962 -0.801440
C: -2.566481 2.436202 -0.401828
P: -0.726215 2.730998 -0.386806
C: -0.327848 3.626411 -1.909357
C: -1.034283 3.421903 -3.091605
C: -0.644147 4.079780 -4.244354
C: 0.455044 4.922988 -4.230667
C: 1.185434 5.093798 -3.064050
C: 0.806141 4.438998 -1.908186
C: -0.465092 3.868776 0.994124
C: -0.921899 5.182219 0.949984
C: -0.738862 5.997819 2.051371
C: -0.111687 5.508107 3.188132
C: 0.349639 4.201936 3.225908
C: 0.176692 3.379894 2.127100
C: -2.943599 -0.001134 0.317497
P: -1.346335 -0.949831 0.339891
C: -1.267826 -1.822432 1.923935
C: -0.057921 -2.471299 2.166349
C: 0.171869 -3.092588 3.376359
C: -0.819980 -3.090963 4.345425
C: -2.040357 -2.485251 4.091033
C: -2.265372 -1.830162 2.892003
C: -1.539780 -2.236580 -0.927176
C: -2.068403 -3.488696 -0.630985
C: -2.150061 -4.449058 -1.623581
C: -1.697487 -4.165691 -2.904834
C: -1.178838 -2.914572 -3.203716
C: -1.094718 -1.953307 -2.215598
H: -2.533843 0.688050 -1.696669
H: -4.111399 1.134198 -1.062986
H: -2.924250 2.678036 0.602362
H: -2.975992 3.183102 -1.088217
H: -1.883855 2.755652 -3.118856
H: -1.201054 3.933518 -5.156634
H: 0.745557 5.447177 -5.128169
H: 2.051672 5.737184 -3.053679
H: 1.378657 4.558550 -0.997981
H: -1.404467 5.553424 0.057372
H: -1.087580 7.017835 2.019070
H: 0.019751 6.152239 4.044069
H: 0.845986 3.824649 4.105984
H: 0.544264 2.359546 2.140976
H: -3.729264 -0.755168 0.211434
H: -3.059831 0.481321 1.290712
H: 0.701438 -2.471710 1.398550
H: 1.125416 -3.560957 3.561577
H: -0.640234 -3.556857 5.301516
H: -2.822024 -2.513125 4.834686
H: -3.211580 -1.341713 2.720495
H: -2.392249 -3.707800 0.376112
H: -2.554500 -5.423738 -1.388932
H: -1.738485 -4.929402 -3.664913
H: -0.826359 -2.688036 -4.198433
H: -0.662101 -0.980540 -2.440408
N: 1.433602 0.792562 -3.839977
C: 1.274584 0.637663 -2.718152
Cl: 5.830436 -6.594841 -0.318080
C: 4.938335 -5.183215 0.092969
C: 4.928389 -4.726438 1.404820
C: 4.273986 -3.550991 1.718278
C: 3.620495 -2.832568 0.720960
C: 3.585894 -3.332983 -0.578361
C: 4.242992 -4.501450 -0.896135
C: 2.949055 -1.520471 1.041574
O: 2.923686 -1.042900 2.152187
O: 2.394890 -1.012656 -0.012837
H: 5.441966 -5.288257 2.168806
H: 4.276478 -3.182862 2.732618
H: 3.048634 -2.792641 -1.342391
H: 4.226757 -4.878140 -1.906596

Cartesian forces, eV/Å:
-0.5 -0.5 0.1
0.0 0.0 0.0
0.3 -0.3 -0.1
0.2 0.3 -0.1
0.1 -0.2 0.2
0.0 0.0 0.2
0.0 0.0 -0.1
0.0 0.0 0.1
0.1 0.0 0.0
-0.1 -0.1 0.1
0.2 -0.5 -0.1
0.0 -0.1 -0.1
-0.1 0.0 -0.1
0.0 0.0 0.0
0.0 0.0 0.1
0.0 0.0 -0.1
0.4 -0.1 0.1
-0.3 -0.3 -0.3
0.4 0.3 -0.2
-0.1 0.1 -0.1
0.0 0.0 0.0
0.0 0.0 -0.1
-0.1 0.0 0.1
0.0 0.1 -0.1
0.2 0.3 0.1
0.0 0.1 0.1
0.0 0.0 0.0
0.0 0.0 0.1
0.0 -0.1 -0.2
0.0 0.2 0.1
-0.1 0.0 -0.1
0.1 0.0 -0.1
0.1 0.1 -0.1
0.1 0.0 0.1
-0.1 -0.1 0.0
0.0 0.0 -0.1
0.0 0.0 -0.1
0.1 0.0 0.0
0.1 0.1 0.0
0.0 0.1 -0.1
0.0 0.1 0.0
0.0 0.0 0.1
0.1 0.0 0.1
0.0 0.0 0.1
0.1 0.0 0.1
0.0 -0.1 0.0
0.1 -0.1 0.0
0.1 -0.1 0.0
0.0 -0.1 0.1
0.0 0.0 0.1
-0.1 0.1 0.0
0.0 -0.1 0.1
0.0 0.0 0.0
0.0 -0.1 -0.1
0.0 0.0 -0.1
-0.1 -0.2 -0.1
0.1 0.1 -1.1
-0.2 -0.1 1.9
0.1 -0.2 0.0
-0.2 0.3 0.1
0.1 -0.2 -0.1
-0.1 0.2 -0.2
-0.1 0.1 0.0
0.0 0.1 0.1
0.1 -0.2 0.0
0.4 -0.5 0.8
-0.1 0.2 0.3
-1.2 1.3 -1.6
0.1 0.0 0.1
0.0 0.1 0.1
0.0 0.0 0.0
0.1 -0.1 -0.1

---

Record 2
The following is a DFT calculation (ωB97M-V/def2-TZVPD) of C35H30NPPdS as an isolated structure.

Its HOMO-LUMO gap is 6.1990 eV. As for the largest force on an atom: 0.2 eV/Å. As for the energy relative to the best compared isomer or geometry (same formula, charge and spin): 71.9 kJ/mol. Its net charge is +2.

Atoms and positions in Å:
Pd: -1.227946 1.186608 -0.432545
C: 0.268666 -4.637067 -4.772696
C: -0.240428 -3.360869 -4.996469
C: -0.345262 -2.465108 -3.949027
C: 0.051833 -2.839451 -2.662594
C: 0.559736 -4.120207 -2.447392
C: 0.670273 -5.016174 -3.502986
P: 0.000978 -1.776731 -1.195955
C: -1.677991 -0.986253 -1.207738
C: -2.119063 -0.008741 -2.145845
C: -3.348336 0.640049 -1.953746
C: -4.132815 0.368005 -0.830912
C: -3.701933 -0.569944 0.092772
C: -2.482222 -1.235931 -0.092695
C: 0.934643 -0.274452 -1.695772
C: 2.157019 -0.412114 -2.361625
C: 2.992669 0.672235 -2.563366
C: 2.637826 1.926025 -2.088812
C: 1.426417 2.113528 -1.432377
C: 0.617278 1.006307 -1.277390
H: 0.351235 -5.334087 -5.595736
H: -0.549909 -3.069479 -5.991083
H: -0.727476 -1.471829 -4.145865
H: 0.865191 -4.418589 -1.451580
H: 1.066401 -6.007332 -3.329811
H: -1.531724 0.191987 -3.032097
H: -3.689424 1.368930 -2.677208
H: -5.072056 0.885508 -0.690629
H: -4.298862 -0.782124 0.970258
H: -2.138033 -1.944585 0.651571
H: 2.440404 -1.395530 -2.719619
H: 3.930612 0.538206 -3.084628
H: 3.295247 2.773666 -2.227852
H: 1.157158 3.095940 -1.079080
C: 1.037407 -2.691924 2.727593
C: 1.444588 -1.780764 3.884721
C: 0.725067 -2.251431 5.157527
C: 2.964777 -1.887893 4.078504
C: 1.082136 -0.324042 3.616777
C: 1.390101 0.652157 4.592412
C: 1.111854 1.989106 4.429590
C: 0.494564 2.380446 3.242543
S: 0.035181 3.976164 2.722144
C: -0.555449 3.333598 1.269491
N: -0.429422 2.023779 1.173309
C: 0.174675 1.432413 2.274097
C: 0.466289 0.081037 2.447749
C: -1.102801 3.989813 0.092196
C: -1.262967 5.352673 -0.116175
C: -1.677747 5.805459 -1.362682
C: -1.904366 4.909326 -2.396911
C: -1.750171 3.532290 -2.206712
C: -1.384366 3.108956 -0.956142
H: 1.317694 -3.718311 2.963165
H: 1.537611 -2.418498 1.795686
H: -0.043373 -2.679211 2.560178
H: 0.979696 -3.292578 5.358046
H: -0.358607 -2.181566 5.046051
H: 1.014350 -1.668960 6.032186
H: 3.237910 -2.926723 4.266289
H: 3.311765 -1.298723 4.927355
H: 3.498796 -1.550255 3.188365
H: 1.869688 0.340110 5.509942
H: 1.366184 2.708382 5.195936
H: 0.223685 -0.630128 1.666635
H: -1.052838 6.054092 0.681986
H: -1.804748 6.865312 -1.532964
H: -2.199054 5.270781 -3.373072
H: -1.898226 2.854718 -3.035275

Cartesian forces, eV/Å:
-0.1 0.1 0.0
0.0 0.0 0.0
0.0 0.0 0.0
0.0 0.0 0.0
0.0 0.0 0.0
0.0 0.0 0.0
0.0 0.0 0.0
0.1 0.0 -0.1
0.0 0.0 -0.1
0.0 -0.2 -0.1
0.1 0.1 0.0
0.0 0.0 0.0
0.0 0.0 0.0
0.1 0.0 0.1
-0.1 -0.1 0.1
0.0 0.0 0.0
0.0 0.0 0.0
0.0 0.0 0.0
0.0 0.0 0.0
0.1 0.0 -0.1
0.0 0.0 0.0
0.0 0.0 0.0
0.0 0.0 0.0
0.0 0.0 0.0
0.0 0.0 0.0
0.0 0.0 0.0
0.0 0.0 0.0
0.0 0.0 0.0
0.0 0.0 0.0
0.0 0.0 0.0
0.0 0.0 0.0
0.0 0.0 0.0
0.0 0.0 0.0
0.0 0.0 0.0
0.0 0.0 0.0
0.0 0.0 0.0
0.0 0.0 0.0
0.0 0.0 0.0
0.0 0.0 0.0
0.0 0.0 0.0
0.0 0.0 0.0
0.0 0.0 0.0
0.0 0.0 0.0
0.0 0.0 -0.1
-0.1 0.1 0.0
0.0 0.0 0.0
0.0 0.0 0.0
0.1 -0.1 0.1
0.0 0.0 0.0
0.0 -0.1 0.0
0.0 0.0 0.0
0.0 0.0 0.0
0.0 0.1 0.0
0.0 0.0 0.0
0.0 0.0 0.0
0.0 0.0 0.0
0.0 0.0 0.0
0.0 0.0 0.0
0.0 0.0 0.0
0.0 0.0 0.0
0.0 0.0 0.0
0.0 0.0 0.0
0.0 0.0 0.0
0.0 0.0 0.0
0.0 0.0 0.0
0.0 0.0 0.0
0.0 0.0 0.0
0.0 0.0 0.0
0.0 0.0 0.0